DFT (ωB97M-V/def2-TZVPD) results for a 14-piece molecular cluster, C100H222N4O4P4 overall at a distorted geometry.

Properties
- Gap between HOMO and LUMO: 0.03231 Ha
- Calculated total energy: -5825.814992 Eh
- Highest occupied orbital energy: -0.47220 Eh

```
! RIJCOSX wB97M-V def2-TZVPD def2/J DEFGRID3
* xyz 6 1
C 8.7450 -5.7454 7.6666
C 8.0424 -4.7779 8.5869
C 7.3426 -3.5470 7.8748
C 6.8303 -2.6067 8.8718
P 5.9229 -1.1312 8.4152
C 6.5347 -0.4453 6.8902
C 7.9117 0.1650 6.8458
C 8.0333 1.2436 5.8130
C 7.8304 0.8475 4.4020
C 4.1903 -1.5231 8.2204
C 3.3205 -0.6413 7.2609
C 1.8924 -1.3367 7.1664
C 1.0936 -1.0687 8.4237
C 6.1639 0.0958 9.7631
C 5.1519 1.2959 9.5621
C 5.5371 2.3320 10.6318
C 5.1571 1.9754 12.0575
H 7.9903 -6.3274 7.0795
H 9.2450 -6.5559 8.2403
H 9.4531 -5.1033 7.0386
H 8.7663 -4.3430 9.2914
H 7.3107 -5.2824 9.1610
H 6.5210 -3.9394 7.3120
H 8.1347 -3.1846 7.2091
H 7.5961 -2.2144 9.5155
H 6.1395 -3.1552 9.5389
H 5.8999 0.3573 6.6465
H 6.4367 -1.2450 6.0959
H 8.6446 -0.5935 6.7235
H 8.1177 0.7017 7.8264
H 9.0562 1.6653 5.9209
H 7.2945 2.0510 6.1033
H 8.6259 0.1185 4.1098
H 7.9982 1.6969 3.7333
H 6.8521 0.4189 4.1326
H 3.8690 -1.4426 9.3138
H 4.1939 -2.6000 7.9851
H 3.7960 -0.6607 6.2966
H 3.1804 0.3177 7.6420
H 1.9276 -2.3949 6.9712
H 1.2952 -0.9026 6.3644
H 1.4956 -1.5754 9.2829
H 0.0517 -1.2156 8.3590
H 1.2913 -0.0342 8.6151
H 7.2112 0.3398 9.7374
H 5.9451 -0.4464 10.7001
H 4.1548 0.9456 9.7898
H 5.1517 1.6256 8.5304
H 5.0820 3.2866 10.3191
H 6.6389 2.5282 10.6115
H 5.7070 1.0820 12.3575
H 4.0877 1.6634 12.1820
H 5.5159 2.6348 12.8104
C -7.0332 0.5447 -2.8662
C -6.5317 1.9707 -2.6370
C -7.0058 2.9367 -3.7471
C -6.6032 4.4360 -3.5047
P -6.2720 5.4350 -4.9645
C -4.9393 4.5104 -5.8194
C -4.5900 4.9280 -7.2258
C -3.7743 6.1930 -7.2699
C -3.4340 6.5006 -8.7755
C -7.7548 5.7236 -5.8883
C -7.6474 6.8440 -6.8678
C -8.8625 6.9650 -7.7630
C -8.9720 5.7211 -8.6711
C -5.5474 7.0203 -4.2877
C -4.2355 6.8730 -3.4985
C -3.7805 8.1736 -2.9151
C -2.7412 7.9717 -1.7968
H -8.0100 0.5001 -3.3445
H -7.1503 0.0447 -1.8732
H -6.3870 -0.0695 -3.5084
H -5.4189 2.0080 -2.5716
H -6.9324 2.3465 -1.7331
H -8.0802 2.8038 -3.8328
H -6.6791 2.6327 -4.7128
H -5.5528 4.4675 -3.0782
H -7.3057 4.9577 -2.8493
H -5.2719 3.4818 -5.7452
H -4.0544 4.7186 -5.2162
H -5.5068 5.0316 -7.8616
H -4.0665 4.0686 -7.6887
H -2.7876 6.1381 -6.7712
H -4.4504 6.9977 -6.9018
H -2.7291 7.3201 -8.8041
H -4.2631 6.6100 -9.4744
H -2.8669 5.6741 -9.1649
H -8.6187 5.9144 -5.2198
H -7.9758 4.8043 -6.4136
H -6.7483 6.8340 -7.4704
H -7.6316 7.7306 -6.2201
H -8.7946 7.9545 -8.2905
H -9.7457 7.0238 -7.1156
H -9.8875 5.7801 -9.3117
H -9.0537 4.8228 -8.0546
H -8.0330 5.6430 -9.2645
H -6.2959 7.3848 -3.6270
H -5.3703 7.7465 -5.0919
H -3.5410 6.4101 -4.1123
H -4.3578 6.0838 -2.6915
H -4.6920 8.6111 -2.5209
H -3.4240 8.8408 -3.6664
H -2.4528 8.8578 -1.2725
H -1.8179 7.5441 -2.2324
H -3.1978 7.2439 -1.1761
C -0.7318 2.2722 6.1441
C -1.3705 3.2054 5.1246
C -2.0474 4.4210 5.8042
C -2.8392 5.3297 4.8370
P -3.2040 7.1031 5.2680
C -1.6818 7.9192 5.4079
C -0.6401 7.6934 4.3242
C 0.6104 8.4973 4.7439
C 0.5271 10.0261 4.4283
C -4.1536 7.8302 3.8816
C -5.4845 7.2401 3.5146
C -5.9282 7.8150 2.1721
C -6.0852 9.3156 2.1271
C -4.0542 7.2565 6.9081
C -3.8667 8.5991 7.6706
C -4.5680 9.8309 7.1073
C -4.0067 11.1578 7.6993
H 0.1817 2.5933 6.6246
H -0.4116 1.4235 5.4938
H -1.5330 1.8348 6.7468
H -2.1951 2.7097 4.5660
H -0.6580 3.5224 4.3386
H -1.2765 5.0208 6.3314
H -2.7180 4.0041 6.5640
H -3.7238 4.7491 4.5347
H -2.1709 5.4553 3.9626
H -1.2944 7.5431 6.3863
H -1.9099 9.0043 5.6614
H -1.0164 7.9565 3.3531
H -0.3734 6.6092 4.2349
H 1.5147 8.1787 4.1997
H 0.6674 8.2911 5.7697
H -0.3473 10.6061 4.8026
H 0.4166 10.2794 3.4047
H 1.4505 10.4958 4.7541
H -3.5350 7.6860 2.9830
H -4.1680 8.8922 4.1443
H -6.2362 7.3706 4.3000
H -5.3229 6.1799 3.4290
H -6.8623 7.3559 1.7543
H -5.2565 7.4888 1.4058
H -5.2857 9.8064 2.7197
H -7.0132 9.6329 2.6661
H -5.9849 9.7967 1.1662
H -3.6231 6.5032 7.5654
H -5.1018 7.0146 6.7910
H -2.8045 8.8221 7.8312
H -4.2296 8.3875 8.6549
H -5.6694 9.8034 7.1645
H -4.3014 9.8276 6.0733
H -4.1698 11.3141 8.7732
H -4.6334 11.9701 7.3027
H -2.9202 11.3158 7.5649
C -0.5973 -1.7012 -10.3121
C 0.7483 -1.4896 -10.8350
C 1.7206 -1.3720 -9.6886
C 1.5443 -0.1268 -8.8257
P 2.7381 -0.0595 -7.3866
C 1.7204 -0.4684 -5.9983
C 0.5377 0.3945 -5.5881
C -0.2110 -0.1627 -4.3416
C 0.3246 0.2612 -3.0362
C 4.1452 -1.1817 -7.7558
C 5.0403 -0.5531 -8.8972
C 5.8855 -1.5448 -9.6895
C 6.9036 -0.9273 -10.5958
C 3.3297 1.6021 -6.9128
C 4.1431 1.4435 -5.6592
C 4.3841 2.6893 -4.8572
C 4.9628 2.3866 -3.4672
H -1.3526 -1.7081 -11.1303
H -0.8947 -0.8494 -9.7070
H -0.6621 -2.5593 -9.6482
H 0.7286 -0.6164 -11.5279
H 1.0557 -2.3433 -11.5199
H 2.7855 -1.3409 -10.0737
H 1.7092 -2.2132 -8.9980
H 0.5350 -0.0665 -8.3604
H 1.8011 0.7068 -9.4698
H 2.4027 -0.8411 -5.1580
H 1.1893 -1.3727 -6.2476
H -0.1484 0.3334 -6.4320
H 0.7496 1.4339 -5.4790
H -0.2242 -1.2678 -4.3284
H -1.2982 0.0847 -4.3855
H -0.2070 -0.1560 -2.1998
H 0.3147 1.3484 -2.7821
H 1.3357 -0.0562 -2.9654
H 3.7182 -2.0960 -8.1276
H 4.6854 -1.4127 -6.8439
H 5.7641 0.1526 -8.4338
H 4.4081 0.1028 -9.5381
H 5.2210 -2.1462 -10.2716
H 6.4315 -2.2291 -9.0443
H 7.4170 -1.7504 -11.0124
H 7.6128 -0.3158 -10.0385
H 6.4533 -0.2243 -11.3198
H 2.5658 2.3169 -6.8066
H 4.0089 1.9175 -7.6704
H 5.0767 0.9349 -5.8689
H 3.6345 0.7823 -4.9751
H 3.4173 3.1207 -4.7386
H 5.0415 3.3915 -5.3183
H 5.8142 1.7269 -3.5180
H 4.2086 1.9344 -2.8352
H 5.3211 3.3091 -2.9748
C 8.3220 -5.1428 -2.7418
C 7.3798 -4.5153 -1.7693
C 7.2653 -5.2822 -0.4810
N 6.0381 -4.8322 0.3412
C 4.7635 -5.2836 -0.4066
C 5.9394 -3.3352 0.6420
C 7.0575 -3.1093 1.6365
C 7.0144 -4.4187 2.5536
C 6.0649 -5.3791 1.7902
H 7.9846 -6.2122 -2.9849
H 9.3570 -5.2755 -2.3801
H 8.3620 -4.5527 -3.6415
H 6.4608 -4.3290 -2.3323
H 7.7864 -3.5573 -1.6165
H 8.1447 -5.0777 0.1851
H 7.1086 -6.3684 -0.5971
H 3.8994 -5.1559 0.2646
H 4.8753 -6.3202 -0.6939
H 4.6292 -4.5494 -1.2043
H 4.8958 -3.2721 1.0599
H 5.9899 -2.8004 -0.2737
H 6.8703 -2.2628 2.2560
H 7.9994 -2.9485 1.1188
H 6.4835 -4.2073 3.4858
H 8.0656 -4.7362 2.7424
H 5.0171 -5.1841 2.0799
H 6.3124 -6.4177 1.8285
C -8.0272 -7.7758 -3.7386
C -8.6777 -8.2413 -4.6845
C -10.3030 -8.8464 -4.1941
N -11.5386 -8.2344 -5.1079
C -12.7821 -7.8645 -3.9783
C -12.1615 -9.4482 -5.9935
C -12.3093 -8.8090 -7.4939
C -11.7278 -7.6550 -7.6006
C -10.9786 -7.2083 -6.3609
H -7.6075 -8.1366 -2.6937
H -7.8732 -6.6354 -3.5668
H -8.0460 -14.6962 -3.9125
H -8.2139 -7.9846 -5.7351
H -9.9149 1.2210 -0.8528
H -10.1557 -8.3654 -3.2642
H -10.3724 -9.9096 -4.3598
H -13.7378 -7.7118 -4.4941
H -12.4025 -7.0308 -3.3481
H -12.7781 -8.7662 -3.3813
H -12.9888 -9.8751 -5.5003
H -11.2176 -10.0220 -5.9357
H -19.2175 -3.0151 -13.6463
H -12.7430 -9.0857 -8.3994
H -11.7135 -6.9215 -8.4101
H -5.3926 -15.4259 -6.5150
H -10.8628 -6.1218 -6.1005
H -9.9551 -7.5338 -6.2586
C 0.4352 -3.4789 0.4236
C 0.8943 -2.0349 0.0828
C 2.2880 -1.8258 0.5796
N 2.5837 -0.3605 0.7611
C 2.1653 0.3771 -0.4713
C 4.0867 -0.1741 1.1080
C 4.1861 -0.0490 2.6034
C 2.9753 0.7368 3.0374
C 1.8934 0.2941 1.9991
H -0.5077 -3.8032 -0.0219
H 0.2303 -3.4708 1.5028
H 1.2098 -4.2273 0.2929
H 0.1863 -1.3428 0.6227
H 0.7720 -1.8267 -0.9976
H 2.9673 -2.2459 -0.1654
H 2.3692 -2.3241 1.5122
H 2.3789 -0.2506 -1.3086
H 2.7714 1.3152 -0.5672
H 1.1364 0.6116 -0.4048
H 4.3817 0.7593 0.5712
H 4.6469 -0.9999 0.6081
H 5.1450 0.4129 2.8419
H 4.2762 -1.0504 2.9495
H 3.1002 1.8326 2.9957
H 2.6680 0.3942 4.0189
H 1.3431 1.1888 1.7254
H 1.3135 -0.5042 2.4797
C -0.2141 -5.2742 3.4561
C -0.7859 -6.5067 2.7776
C 0.1142 -7.6436 3.1081
N -0.3347 -9.0310 2.6790
C -1.5147 -9.3870 3.6084
C 0.8337 -10.0191 2.8320
C 1.6574 -9.7658 1.5200
C 0.6437 -9.3758 0.4530
C -0.6434 -9.1418 1.1963
H 0.7168 -5.0144 2.9450
H -0.0990 -5.4391 4.5270
H -0.8619 -4.3884 3.2167
H -0.7807 -6.2718 1.6923
H -1.7944 -6.5929 3.1559
H 0.1409 -7.6823 4.1852
H 1.1065 -7.5199 2.7410
H -1.7559 -10.4761 3.5695
H -2.3982 -8.8483 3.4100
H -1.1935 -9.2487 4.6292
H 0.4025 -11.0176 2.9327
H 1.3304 -9.7704 3.7584
H 2.1582 -10.6772 1.3443
H 2.4175 -8.9997 1.7027
H 0.5311 -10.1996 -0.3129
H 1.1000 -8.5338 0.0542
H -1.4313 -9.8982 1.0777
H -1.2308 -8.2295 1.0023
C 5.5750 -2.0179 -4.0792
C 4.5076 -1.7727 -3.0127
O 3.6403 -0.9208 -3.3646
O 4.6000 -2.4266 -1.8791
H 5.2315 -2.8707 -4.7261
H 6.4985 -2.2130 -3.5886
H 5.6939 -1.0725 -4.6578
C 2.8286 -4.4071 5.0644
C 3.0245 -3.5385 3.8004
O 2.4289 -2.4408 3.7196
O 3.8305 -3.9557 2.8870
H 3.2008 -3.9450 5.9768
H 3.3332 -5.3779 5.0765
H 1.8063 -4.6541 5.2061
*
```